1.
Here is a 2-piece molecular cluster, C36H17F16OSi overall from OMol25. Energies are from ωB97M-V/def2-TZVPD.

Positions of all 71 atoms, in Å:
F  1.54  3.80  -3.18
C  0.62  3.16  -2.43
C  0.84  2.98  -1.07
F  1.98  3.44  -0.52
C  -0.07  2.24  -0.31
F  0.32  1.83  0.93
C  -1.29  1.78  -0.83
Si  -2.47  0.64  0.06
C  -2.50  0.32  1.91
C  -3.46  0.80  2.82
F  -4.28  1.83  2.46
C  -3.53  0.36  4.14
F  -4.48  0.84  4.96
C  -2.58  -0.55  4.62
F  -2.56  -0.91  5.91
C  -1.61  -1.04  3.75
F  -0.69  -1.95  4.15
C  -1.61  -0.60  2.44
F  -0.63  -1.14  1.65
C  -4.28  1.00  -0.33
C  -4.77  2.30  -0.49
F  -3.93  3.35  -0.27
C  -6.09  2.57  -0.80
F  -6.52  3.85  -0.88
C  -7.00  1.52  -0.94
F  -8.31  1.78  -1.13
C  -6.57  0.21  -0.74
F  -7.46  -0.80  -0.74
C  -5.23  -0.02  -0.43
F  -4.86  -1.30  -0.11
O  -2.08  -0.84  -0.64
C  -1.16  -1.70  -1.00
C  0.21  -1.65  -0.89
C  0.80  -2.99  -1.16
C  -0.44  -3.92  -1.36
C  -1.64  -3.00  -1.55
C  -1.51  2.06  -2.18
F  -2.70  1.72  -2.75
C  -0.55  2.66  -3.00
F  -0.74  2.73  -4.33
H  0.74  -0.76  -0.61
H  1.40  -2.98  -2.08
H  1.45  -3.39  -0.37
H  -0.30  -4.59  -2.21
H  -0.59  -4.55  -0.48
H  -2.58  -3.36  -1.12
H  -1.85  -2.79  -2.62
F  5.62  -3.08  2.50
C  4.47  -2.40  2.15
C  3.48  -2.25  3.12
C  2.33  -1.51  2.81
C  2.20  -0.92  1.56
C  3.19  -1.10  0.57
C  3.08  -0.35  -0.66
C  4.17  0.47  -1.07
C  4.23  1.07  -2.37
C  5.35  1.80  -2.77
C  6.46  1.93  -1.92
C  6.39  1.42  -0.62
C  5.25  0.76  -0.19
C  4.35  -1.87  0.89
H  3.60  -2.67  4.11
H  1.55  -1.34  3.55
H  1.39  -0.23  1.35
H  2.20  -0.33  -1.30
H  3.38  0.95  -3.04
H  5.39  2.22  -3.77
H  7.36  2.46  -2.24
H  7.23  1.54  0.07
H  5.19  0.43  0.85
H  5.15  -1.98  0.15

Calculated values
Gap between HOMO and LUMO in Ha: 0.176
Spin multiplicity: 1
Total charge: +1
Relative energy (zero: lowest compared OMol25 entry of this formula, charge and spin) in kcal per mole: 15.6



2.
Here is a 2-piece molecular cluster, C3H11N2O overall from OMol25. Energies are from ωB97M-V/def2-TZVPD.

Positions of all 17 atoms, in Å:
C  -0.41  1.41  -1.59
C  1.07  -0.04  -0.29
C  -0.99  0.85  0.77
N  -1.39  -0.21  -0.08
N  -0.25  0.55  -0.42
O  -0.15  -2.23  1.73
H  -1.37  1.93  -1.54
H  0.40  2.14  -1.62
H  -0.39  0.81  -2.49
H  1.81  0.74  -0.10
H  1.08  -0.75  0.54
H  1.34  -0.56  -1.21
H  -0.50  0.63  1.72
H  -1.62  1.73  0.78
H  -1.17  -1.15  0.26
H  -0.79  -2.44  2.42
H  0.38  -3.03  1.61

Calculated values
Gap between HOMO and LUMO in Ha: 0.468
Spin multiplicity: 1
Total charge: +1
Relative energy (zero: lowest compared OMol25 entry of this formula, charge and spin) in kcal per mole: 69.2